Density functional theory data (the ωB97M-V functional and the def2-TZVPD basis) for C39H47CsGeN7O2S4 as an isolated structure in a non-equilibrium geometry.

```
! RIJCOSX wB97M-V def2-TZVPD def2/J DEFGRID3
* xyz -1 1
Cs -0.1629 1.2025 -0.2773
N -3.4261 2.0900 3.5102
C -2.4471 2.0653 2.5947
N -2.5872 2.3999 1.3488
C -3.8362 2.7572 0.9148
N -4.1644 2.8596 -0.3170
N -3.1284 2.5655 -1.1967
C -3.2018 3.2494 -2.2534
C -2.2114 3.1402 -3.3352
C -2.3019 4.0482 -4.3899
C -1.3716 4.0628 -5.4380
C -0.4396 3.0544 -5.3505
C -0.4729 2.1211 -4.3168
N -1.2918 2.1734 -3.2558
C -4.8578 3.1396 1.9232
C -6.0292 3.8351 1.6417
C -6.9160 4.1397 2.6932
C -6.7090 3.7453 3.9970
C -5.5331 2.9955 4.2460
C -4.6094 2.7268 3.2452
H -3.1689 1.8502 4.4830
H -1.4447 1.7949 2.9225
H -3.9835 4.0138 -2.4145
H -3.1296 4.7286 -4.3299
H -1.3808 4.7163 -6.3281
H 0.3070 2.9006 -6.1306
H 0.2277 1.2710 -4.2336
H -6.1748 4.1567 0.6308
H -7.8111 4.7005 2.4460
H -7.3763 3.9049 4.7998
H -5.2745 2.6482 5.2622
O 2.2523 -0.1679 6.0257
C 2.2558 0.0610 4.8273
S 2.4146 -1.1603 3.5776
C 2.2520 -0.1669 2.1340
C 2.3199 1.2018 2.3429
S 2.2866 2.6347 1.3461
S 2.1611 1.6691 4.1283
S 2.1131 -1.1550 0.6881
C 7.2095 3.3102 -2.0409
C 6.2085 2.2567 -1.4958
C 4.7773 2.5286 -1.9188
C 3.8655 1.3908 -1.5754
Ge 3.7711 0.0009 -2.8658
C 4.9362 -1.5257 -2.8351
C 4.9975 -2.3527 -1.5532
C 5.5983 -1.5672 -0.3680
C 6.1583 -2.3919 0.7941
H 8.2394 3.1791 -1.6283
H 6.8702 4.3273 -1.7964
H 7.3002 3.2227 -3.1225
H 6.3570 2.2024 -0.3894
H 6.5958 1.2629 -1.8333
H 4.7931 2.8193 -2.9788
H 4.4797 3.3894 -1.3057
H 2.8246 1.7178 -1.3972
H 4.1131 0.9718 -0.5710
H 3.8869 0.5215 -4.2738
H 5.9389 -1.1945 -3.0929
H 4.6310 -2.1670 -3.6923
H 5.6995 -3.1723 -1.7252
H 4.0137 -2.7445 -1.3051
H 4.8407 -0.9037 0.0980
H 6.4123 -0.8876 -0.7178
H 5.3852 -2.9533 1.3428
H 6.6212 -1.7491 1.5376
H 6.9546 -3.0664 0.4890
C 2.0138 -0.8105 -2.8687
C 1.0711 -1.5755 -2.7934
C -0.0108 -2.5394 -2.6341
C 0.1463 -3.6306 -1.7687
C -0.7863 -4.6876 -1.7664
C -1.9354 -4.6067 -2.5805
C -2.1190 -3.4827 -3.3677
C -1.1760 -2.4297 -3.3593
H 0.9869 -3.6160 -1.0279
H -0.5359 -5.5260 -1.1325
H -2.6934 -5.3753 -2.5226
H -3.0480 -3.4305 -3.9561
H -1.3543 -1.5652 -3.9819
C -1.9430 -1.9447 0.3610
N -2.3651 -2.6371 1.5594
C -1.6439 -3.8726 1.8481
C -2.2661 -4.5916 3.0523
C -3.5018 -3.9316 3.5624
N -3.2540 -2.5382 3.6957
C -3.9789 -1.8483 4.7101
C -2.8940 -1.8690 2.5598
O -3.0909 -0.6576 2.4064
H -2.2691 -2.5748 -0.4830
H -0.8419 -1.8185 0.3380
H -2.4219 -0.9716 0.2722
H -0.6084 -3.6606 2.0580
H -1.6195 -4.4655 0.9187
H -1.5229 -4.6664 3.8366
H -2.4194 -5.6532 2.8124
H -3.8753 -4.3222 4.5075
H -4.2786 -4.1110 2.8582
H -4.0703 -2.5179 5.5272
H -4.9735 -1.4970 4.4090
H -3.3481 -0.9741 5.0093
*
```

gap between HOMO and LUMO = 4.44 eV
energy above the lowest of the compared OMol25 structures with the same formula, charge and spin = 0.3826 eV
total energy = -5737.9335 hartree
highest occupied orbital energy = -2.8 eV

These are the Mulliken partial charges, in e, on atoms 1 to 5: number 1, Cs, carries 0.87; number 2, N, carries 0.26; number 3, C, carries -0.81; number 4, N, carries -0.11; number 5, C, carries 0.27

Density functional theory data (the ωB97M-V functional and the def2-TZVPD basis) for C5H9N3O in the gas phase in a non-equilibrium geometry.

```
! RIJCOSX wB97M-V def2-TZVPD def2/J DEFGRID3
* xyz 0 1
C -1.9360 0.4903 -0.5586
C 0.5893 -1.8812 0.2846
C 0.6099 -0.3742 -0.6500
C -0.7945 0.0647 0.3104
N 2.1093 0.5850 0.8642
N 0.2964 -0.6128 -1.9785
C -0.7965 0.2326 1.6269
N 1.7414 0.2448 -0.4236
O 1.0140 -2.1478 1.3222
H 1.4870 1.2701 1.2879
H 3.0603 0.9296 0.8416
H 0.8876 -1.2833 -2.4452
H 0.1092 0.2072 -2.5333
H -2.3455 -0.3638 -1.0983
H -1.6232 1.2267 -1.2970
H -2.7356 0.9209 0.0440
H 0.0080 -0.1044 2.2641
H -1.6811 0.5955 2.1386
*
```

gap between HOMO and LUMO (spin up / spin down) = 8.46 / 8.46 eV
energy above the lowest of the compared OMol25 structures with the same formula, charge and spin = 4.8892 eV
total energy = -435.2780 hartree
highest occupied orbital energy (spin up / spin down) = -8.1 / -8.1 eV

These are the natural (NBO) partial charges, in e, on atoms 1 to 5: number 1, C, carries -0.66; number 2, C, carries 0.54; number 3, C, carries 0.24; number 4, C, carries 0.02; number 5, N, carries -0.65

Density functional theory data (the ωB97M-V functional and the def2-TZVPD basis) for CH5N3O in the gas phase in a non-equilibrium geometry.

```
! RIJCOSX wB97M-V def2-TZVPD def2/J DEFGRID3
* xyz 0 1
C -0.1920 -0.4270 1.0301
N 0.6191 0.0196 -0.1033
N 0.3711 -0.0301 -1.4496
N 1.9793 0.6466 0.0176
O 2.3307 1.0303 1.1196
H -1.1887 0.0862 0.9983
H -0.4265 -1.5473 0.8629
H 0.3652 -0.2651 1.9308
H 1.2102 0.5210 -1.7438
H 0.4167 -0.8937 -1.8634
*
```

gap between HOMO and LUMO (spin up / spin down) = 9.04 / 9.04 eV
energy above the lowest of the compared OMol25 structures with the same formula, charge and spin = 3.9351 eV
SMILES = CN(N)N=O
total energy = -280.4599 hartree
highest occupied orbital energy (spin up / spin down) = -8.5 / -8.5 eV

These are the natural (NBO) partial charges, in e, on atoms 1 to 5: number 1, C, carries -0.44; number 2, N, carries -0.14; number 3, N, carries -0.63; number 4, N, carries 0.21; number 5, O, carries -0.36

Density functional theory data (the ωB97M-V functional and the def2-TZVPD basis) for C49H49AsBrCoFN2OP as an isolated structure.

```
! RIJCOSX wB97M-V def2-TZVPD def2/J DEFGRID3
* xyz 2 1
Co -0.1328 0.3485 -1.9538
O -1.6688 1.9684 -7.5752
C -1.2081 1.5358 -6.4064
C 0.1483 1.3502 -6.1212
C 0.5041 0.8902 -4.8768
N -0.3950 0.5954 -3.9275
C -1.6724 0.8286 -4.2077
Br -2.7863 0.5640 -2.7091
C -2.1512 1.2750 -5.4101
H -0.9586 2.1570 -8.2000
H 0.9120 1.5724 -6.8545
H 1.5436 0.7524 -4.6136
H -3.2040 1.4457 -5.5805
C 3.0055 -4.1585 -4.3522
C 1.5807 -3.5900 -4.3854
C 1.5679 -2.1576 -4.8917
C 0.7331 -3.9500 -3.1561
C 0.4457 -5.2972 -3.0545
C -0.5835 -5.7714 -2.2554
C -1.4089 -4.8928 -1.5684
C -1.1809 -3.5327 -1.5860
C -2.0836 -2.6584 -0.7480
C -2.0756 -3.1228 0.7131
C -3.5064 -2.6910 -1.3185
C -0.0273 -3.0565 -2.3036
N 0.3525 -1.7783 -2.0497
C 1.6307 -1.4194 -1.9627
C 2.8065 -2.2103 -1.8121
C 3.9882 -1.5310 -1.7680
C 4.0138 -0.1150 -1.8728
C 2.8673 0.6672 -1.9438
C 1.6554 0.0037 -1.9272
F -0.0632 2.1325 -1.9094
H 3.4034 -4.1859 -5.3665
H 3.0413 -5.1726 -3.9571
H 3.6754 -3.5359 -3.7604
H 1.0586 -4.1580 -5.1631
H 2.2604 -1.5041 -4.3576
H 0.5674 -1.7278 -4.8516
H 1.8851 -2.1584 -5.9352
H 0.9747 -5.9940 -3.6924
H -0.7835 -6.8347 -2.2169
H -2.2343 -5.2853 -0.9914
H -1.7175 -1.6317 -0.7819
H -2.5163 -4.1153 0.8111
H -2.6751 -2.4529 1.3294
H -1.0666 -3.1489 1.1266
H -3.9507 -3.6800 -1.1964
H -3.5294 -2.4363 -2.3773
H -4.1385 -1.9794 -0.7826
H 2.7494 -3.2817 -1.6690
H 4.9224 -2.0577 -1.6290
H 4.9812 0.3738 -1.8503
H 2.9278 1.7473 -1.9644
C 1.0434 1.9713 0.7335
C 1.2811 2.1589 2.2341
As -0.2811 2.7455 3.3280
C 0.1081 1.7211 4.9435
C -0.9758 1.4966 5.7900
C -0.8265 0.7602 6.9571
C 0.4124 0.2268 7.2845
C 1.4985 0.4443 6.4476
C 1.3470 1.1879 5.2847
C 0.3882 4.5033 3.8364
C -0.4241 5.5981 3.5582
C -0.0125 6.8837 3.8885
C 1.2144 7.0790 4.5023
C 2.0289 5.9894 4.7887
C 1.6168 4.7087 4.4576
P -0.2347 0.7555 0.2688
C -0.0449 -0.5585 1.4950
C -0.8212 -0.6334 2.6499
C -0.5157 -1.5583 3.6390
C 0.5632 -2.4145 3.4886
C 1.3573 -2.3336 2.3501
C 1.0570 -1.4078 1.3647
C -1.8815 1.4781 0.4098
C -2.0575 2.8447 0.2034
C -3.3304 3.3899 0.2186
C -4.4376 2.5778 0.4265
C -4.2709 1.2119 0.6101
C -2.9971 0.6627 0.5972
H 1.9597 1.5731 0.2860
H 0.8351 2.8985 0.2018
H 2.0601 2.9137 2.3519
H 1.6648 1.2295 2.6556
H -1.9500 1.9039 5.5395
H -1.6753 0.6059 7.6108
H 0.5340 -0.3487 8.1929
H 2.4690 0.0393 6.7046
H 2.2145 1.3468 4.6541
H -1.3902 5.4489 3.0887
H -0.6530 7.7288 3.6727
H 1.5364 8.0779 4.7657
H 2.9822 6.1409 5.2782
H 2.2546 3.8675 4.7063
H -1.6479 0.0466 2.8026
H -1.1119 -1.5876 4.5416
H 0.8000 -3.1294 4.2655
H 2.2203 -2.9785 2.2430
H 1.7162 -1.3210 0.5103
H -1.2088 3.4881 0.0210
H -3.4572 4.4532 0.0649
H -5.4303 3.0078 0.4421
H -5.1308 0.5748 0.7720
H -2.8799 -0.4035 0.7366
*
```

gap between HOMO and LUMO (spin up / spin down) = 3.88 / 3.89 eV
total energy = -8714.5732 hartree
highest occupied orbital energy (spin up / spin down) = -12.3 / -12.3 eV

These are the Mulliken partial charges, in e, on atoms 1 to 5: number 1, Co, carries -0.10; number 2, O, carries -0.51; number 3, C, carries 0.74; number 4, C, carries -0.73; number 5, C, carries -0.79

Q: The lowest total energy belongs to which entry?
A: C49H49AsBrCoFN2OP

Q: Which value of total energy does entry 3 give?
A: -280.4599 hartree

Q: Which of these has the lowest total energy?
A: C49H49AsBrCoFN2OP

Q: The highest total energy belongs to which entry?
A: CH5N3O